[1]
# C41H40F3N5O2SiTi

C41H40F3N5O2SiTi as an isolated structure (ωB97M-V/def2-TZVPD, the Open Molecules 2025 dataset).

Values from the calculation:
E_tot: -93858.877 eV
2S+1: 3
<S²>: 2.024
Charge: 0
Gap between HOMO and LUMO (spin up / spin down): 6.30 / 7.49 eV
Strongest force on any atom: 0.0193 Eh/bohr

Geometry (Å):
Ti1 0.6516 0.1972 0.7670
Si1 3.0221 2.5060 1.3163
F1 2.3830 1.1533 -8.7068
F2 0.3403 1.8508 -8.5726
F3 0.7536 -0.2611 -8.6766
O1 1.5700 -3.8907 -0.9301
O2 1.3059 0.1077 4.9564
N1 -1.3934 0.3475 0.4256
N2 -1.9358 -1.4325 1.8476
N3 0.2835 -2.0692 -0.6132
N4 0.3618 0.5559 2.9573
N5 1.3913 -1.4975 1.7425
C1 -2.5666 2.3082 3.4525
C2 -1.8601 -2.4751 -3.6668
C3 -3.1303 1.5381 -0.7183
C4 -2.4520 -2.6494 -1.3478
C5 -2.3159 -0.3939 1.0520
C6 -1.8098 1.2884 -0.4527
C7 -4.0893 0.7900 -0.0313
C8 1.3601 0.5427 -2.4289
C9 -4.1738 -2.6556 -3.0350
C10 -3.7956 -2.7091 -1.7012
C11 2.5867 -3.5877 1.7431
C12 1.7782 -2.6796 1.1562
C13 3.9113 0.9006 1.7374
C14 2.4742 0.8364 -5.9866
C15 1.1375 -0.1992 3.6621
C16 1.3318 0.6600 -3.8600
C17 0.7124 -3.8406 -2.1057
C18 -4.4521 1.0639 4.2759
C19 1.1620 -2.8627 -0.1685
C20 2.5104 0.7521 -4.6023
C21 -0.1991 1.5739 3.8552
C22 0.0731 0.7607 -5.9255
C23 3.0551 -3.3499 3.0709
C24 -3.2000 -2.5419 -4.0205
C25 -1.6906 1.3942 4.0202
C26 3.9687 3.2293 -0.1172
C27 3.2413 3.6047 2.8103
C28 1.7566 -1.3447 3.0762
C29 -3.9430 2.1476 3.5776
C30 -3.5802 0.1404 4.8505
C31 1.2581 0.8411 -6.6488
C32 -3.6907 -0.1701 0.8493
C33 0.1096 0.6706 -4.5467
C34 1.1916 0.8985 -8.1466
C35 -0.0086 -2.4794 -1.9903
C36 -1.4759 -2.5260 -2.3278
C37 0.6304 1.3826 5.1389
C38 2.5974 -2.2378 3.7300
C39 -2.2096 0.3067 4.7207
C40 1.2566 2.2794 0.8623
C41 1.3557 0.4006 -1.2141
H1 5.0398 3.2767 0.1042
H2 3.7431 0.5757 2.7687
H3 -1.1034 -2.3605 -4.4366
H4 -0.0201 2.5616 3.4312
H5 -3.4855 -2.4971 -5.0643
H6 -0.8101 0.6026 -3.9782
H7 -5.5225 0.9385 4.3807
H8 -4.4043 -0.7824 1.3860
H9 1.3466 -3.9280 -2.9830
H10 2.8737 -2.0365 4.7574
H11 -2.1544 -2.6937 -0.3071
H12 3.6344 0.0756 1.0732
H13 3.7166 -4.0524 3.5574
H14 -4.6134 2.8682 3.1256
H15 -0.9637 -1.5636 2.0970
H16 0.6027 2.8235 1.5541
H17 4.9883 1.0545 1.6151
H18 -1.5333 -0.4165 5.1683
H19 2.7229 3.1967 3.6850
H20 -5.1459 0.9582 -0.2046
H21 0.0298 1.3194 6.0421
H22 -2.1673 3.1520 2.8995
H23 -5.2203 -2.7019 -3.3083
H24 3.8245 2.5986 -1.0006
H25 0.4625 -1.7386 -2.6402
H26 1.1344 2.7343 -0.1247
H27 2.8488 -4.4870 1.2027
H28 -3.9725 -0.7023 5.4071
H29 4.3023 3.6873 3.0662
H30 -0.8790 0.7703 -6.4427
H31 3.4582 0.7537 -4.0807
H32 -2.5986 -1.7193 2.5475
H33 2.8527 4.6111 2.6288
H34 1.3943 2.1476 5.2584
H35 -3.3999 2.2970 -1.4384
H36 -1.0225 1.8371 -0.9528
H37 0.0222 -4.6822 -2.0595
H38 -4.5502 -2.7946 -0.9285
H39 3.3953 0.9039 -6.5487
H40 3.6244 4.2372 -0.3694

Löwdin charges, unit e, in atom order: atom 1 (Ti): 0.847, atom 2 (Si): 0.374, atom 3 (F): 0.134, atom 4 (F): 0.134, atom 5 (F): 0.135, atom 6 (O): 0.029, atom 7 (O): 0.028, atom 8 (N): 0.018, atom 9 (N): 0.168, atom 10 (N): 0.131, atom 11 (N): 0.061, atom 12 (N): -0.011, atom 13 (C): -0.027, atom 14 (C): -0.038, atom 15 (C): -0.053, atom 16 (C): -0.033, atom 17 (C): -0.381, atom 18 (C): -0.102, atom 19 (C): -0.062, atom 20 (C): -0.125, atom 21 (C): -0.092, atom 22 (C): -0.082, atom 23 (C): 0.001, atom 24 (C): -0.194, atom 25 (C): -0.172, atom 26 (C): -0.009, atom 27 (C): -0.359, atom 28 (C): -0.250, atom 29 (C): -0.040, atom 30 (C): -0.093, atom 31 (C): -0.323, atom 32 (C): -0.016, atom 33 (C): -0.232, atom 34 (C): -0.014, atom 35 (C): -0.051, atom 36 (C): -0.081, atom 37 (C): -0.180, atom 38 (C): -0.184, atom 39 (C): -0.179, atom 40 (C): -0.215, atom 41 (C): -0.081, atom 42 (C): -0.085, atom 43 (C): -0.135, atom 44 (C): -0.034, atom 45 (C): -0.029, atom 46 (C): -0.590, atom 47 (C): -0.234, atom 48 (C): -0.174, atom 49 (C): -0.051, atom 50 (C): -0.011, atom 51 (C): -0.047, atom 52 (C): -0.357, atom 53 (C): -0.090, atom 54 (H): 0.028, atom 55 (H): 0.025, atom 56 (H): 0.116, atom 57 (H): 0.122, atom 58 (H): 0.102, atom 59 (H): 0.113, atom 60 (H): 0.102, atom 61 (H): 0.119, atom 62 (H): 0.129, atom 63 (H): 0.123, atom 64 (H): 0.091, atom 65 (H): 0.021, atom 66 (H): 0.101, atom 67 (H): 0.106, atom 68 (H): 0.074, atom 69 (H): -0.012, atom 70 (H): 0.034, atom 71 (H): 0.122, atom 72 (H): 0.005, atom 73 (H): 0.114, atom 74 (H): 0.127, atom 75 (H): 0.119, atom 76 (H): 0.099, atom 77 (H): 0.025, atom 78 (H): 0.120, atom 79 (H): -0.002, atom 80 (H): 0.118, atom 81 (H): 0.103, atom 82 (H): 0.032, atom 83 (H): 0.123, atom 84 (H): 0.117, atom 85 (H): 0.102, atom 86 (H): 0.032, atom 87 (H): 0.115, atom 88 (H): 0.106, atom 89 (H): 0.104, atom 90 (H): 0.131, atom 91 (H): 0.100, atom 92 (H): 0.118, atom 93 (H): 0.031

[2]
# C12H27Cl2IrO5P2

C12H27Cl2IrO5P2 as an isolated structure at a distorted geometry (ωB97M-V/def2-TZVPD, the Open Molecules 2025 dataset).

Values from the calculation:
E_tot: -69545.933 eV
2S+1: 6
<S²>: 8.780
Charge: +3
Gap between HOMO and LUMO (spin up / spin down): 7.47 / 4.52 eV
Strongest force on any atom: 0.1268 Eh/bohr

Geometry (Å):
Ir1 -0.1734 0.3175 -1.0779
Cl1 0.6228 2.4237 -0.4011
Cl2 2.1306 -0.2471 -1.2594
P1 -0.0989 1.0814 -3.2504
P2 -1.0109 -0.5370 1.7315
O1 0.3562 -1.4784 1.1889
O2 -3.0661 1.1223 -0.8111
O3 -1.4415 1.1183 1.7437
O4 -0.6656 -0.6442 3.3136
O5 -1.7847 -2.0018 -0.9717
C1 0.2958 -2.5425 -2.0287
C2 1.0593 2.4552 -3.5247
C3 -1.9423 0.8288 -0.8216
C4 1.6818 -3.5670 1.4407
C5 1.8062 -0.2542 3.5866
C6 -1.7224 1.6444 -3.8285
C7 0.4597 -0.1867 -4.4218
C8 -1.8466 2.8333 3.4484
C9 0.4133 -0.1207 4.1139
C10 -1.0171 2.4284 2.2551
C11 0.3026 -2.9250 1.5175
C12 -0.6879 -1.6286 -1.3695
H1 -1.6581 2.2351 4.3457
H2 2.1354 -3.4807 0.4409
H3 -0.3845 -3.4234 0.8131
H4 0.2071 0.9205 4.3812
H5 0.6091 3.3858 -3.1695
H6 2.0711 -1.2973 3.4199
H7 0.9114 -1.9962 -2.7565
H8 0.0670 2.4756 2.4324
H9 2.0379 0.2943 2.6748
H10 -0.1040 -3.0700 2.5342
H11 1.2531 2.5199 -4.6013
H12 -0.2452 -1.0249 -4.4054
H13 -2.4548 0.8346 -3.7303
H14 -1.2081 3.0932 1.4046
H15 -2.9067 2.7792 3.1582
H16 0.3211 -0.7386 5.0120
H17 -2.0408 2.5053 -3.2293
H18 2.4491 0.1666 4.3674
H19 -1.6484 1.9430 -4.8809
H20 0.4765 0.2552 -5.4252
H21 0.9190 -3.0086 -1.2463
H22 1.9989 2.2737 -2.9933
H23 1.5422 -4.6419 1.6617
H24 2.3579 -3.1356 2.1986
H25 -1.5854 3.8628 3.7168
H26 1.4695 -0.5142 -4.1476
H27 -0.2612 -3.3334 -2.5496

Löwdin charges, unit e, in atom order: atom 1 (Ir): 0.779, atom 2 (Cl): 0.422, atom 3 (Cl): 0.441, atom 4 (P): 0.650, atom 5 (P): 1.126, atom 6 (O): -0.355, atom 7 (O): 0.234, atom 8 (O): -0.365, atom 9 (O): -0.259, atom 10 (O): 0.212, atom 11 (C): -0.044, atom 12 (C): -0.237, atom 13 (C): -0.377, atom 14 (C): -0.028, atom 15 (C): -0.051, atom 16 (C): -0.198, atom 17 (C): -0.213, atom 18 (C): -0.027, atom 19 (C): -0.221, atom 20 (C): -0.280, atom 21 (C): -0.237, atom 22 (C): -0.477, atom 23 (H): 0.089, atom 24 (H): 0.078, atom 25 (H): 0.122, atom 26 (H): 0.116, atom 27 (H): 0.064, atom 28 (H): 0.070, atom 29 (H): 0.030, atom 30 (H): 0.111, atom 31 (H): 0.075, atom 32 (H): 0.138, atom 33 (H): 0.088, atom 34 (H): 0.067, atom 35 (H): 0.072, atom 36 (H): 0.089, atom 37 (H): 0.108, atom 38 (H): 0.150, atom 39 (H): 0.073, atom 40 (H): 0.119, atom 41 (H): 0.091, atom 42 (H): 0.092, atom 43 (H): 0.094, atom 44 (H): 0.043, atom 45 (H): 0.124, atom 46 (H): 0.091, atom 47 (H): 0.114, atom 48 (H): 0.056, atom 49 (H): 0.139

[3]
# C12H34N3O5V

C12H34N3O5V as an isolated structure at a distorted geometry (ωB97M-V/def2-TZVPD, the Open Molecules 2025 dataset).

Values from the calculation:
E_tot: -53385.692 eV
2S+1: 2
<S²>: 0.778
Charge: +1
Gap between HOMO and LUMO (spin up / spin down): 8.89 / 8.96 eV
Strongest force on any atom: 0.0958 Eh/bohr

Geometry (Å):
V1 -1.3880 -0.1311 -2.4062
O1 1.1331 -0.2759 4.8935
O2 0.7728 -0.4465 -1.8830
O3 -0.1930 2.4821 -0.5050
O4 -3.2510 -0.3727 -3.0796
O5 -1.7505 0.1044 -0.8830
N1 1.3276 -2.4913 1.9592
N2 -1.1742 -2.3503 -2.3009
N3 -1.6966 2.0866 -2.9510
C1 1.5497 -0.3311 6.2422
C2 -0.7310 3.5563 -1.2188
C3 -0.1428 2.7107 0.8854
C4 1.3311 -1.4729 4.1978
C5 1.8946 0.4106 -1.6759
C6 -0.7846 3.2496 -2.6997
C7 -0.1195 -2.5800 -1.2527
C8 -1.3143 4.4764 -3.4420
C9 1.1097 -1.8438 -1.6982
C10 0.1609 -4.0624 -1.0605
C11 0.9783 -1.2848 2.7280
C12 -0.4841 -0.9504 2.5050
H1 -1.9577 -2.9288 -1.9962
H2 1.0375 -1.1258 6.7969
H3 -0.8898 -2.8639 -3.1396
H4 2.6280 -0.4948 6.3264
H5 -0.5156 -2.0988 -0.3593
H6 -1.7546 3.8013 -0.8901
H7 -1.1392 2.7600 1.3321
H8 -0.6356 -0.7058 1.4509
H9 1.6112 1.4039 -1.9978
H10 0.5683 -3.1628 1.9849
H11 -1.1789 -1.7468 2.7792
H12 -3.3521 -1.3323 -3.0917
H13 0.3644 3.6573 1.1206
H14 -2.3681 4.6632 -3.2106
H15 -0.7391 5.3731 -3.2253
H16 0.1906 3.0191 -3.1341
H17 0.4547 1.9177 1.3301
H18 2.3852 -1.7854 4.2635
H19 -0.7592 -4.6202 -0.8850
H20 1.2613 0.6224 6.6784
H21 -2.6099 2.4292 -2.6532
H22 -1.3041 4.2987 -4.5205
H23 -0.7492 -0.0558 3.0701
H24 2.1634 0.4655 -0.6199
H25 0.8351 -4.2415 -0.2265
H26 1.4642 -2.1903 -2.6773
H27 0.6409 -4.4444 -1.9661
H28 1.5618 -0.4442 2.3384
H29 2.1168 -2.9595 2.3937
H30 0.7048 -2.2852 4.5986
H31 1.9286 -1.9478 -0.9873
H32 -1.8115 2.0248 -3.9644
H33 2.7579 0.0521 -2.2409
H34 -0.1386 4.4622 -1.0325

Löwdin charges, unit e, in atom order: atom 1 (V): 1.001, atom 2 (O): -0.184, atom 3 (O): -0.286, atom 4 (O): -0.216, atom 5 (O): -0.360, atom 6 (O): -0.264, atom 7 (N): 0.044, atom 8 (N): 0.019, atom 9 (N): 0.028, atom 10 (C): -0.098, atom 11 (C): -0.217, atom 12 (C): -0.080, atom 13 (C): -0.234, atom 14 (C): -0.042, atom 15 (C): -0.381, atom 16 (C): -0.398, atom 17 (C): -0.048, atom 18 (C): -0.153, atom 19 (C): -0.030, atom 20 (C): -0.432, atom 21 (C): -0.054, atom 22 (H): 0.120, atom 23 (H): 0.091, atom 24 (H): 0.123, atom 25 (H): 0.090, atom 26 (H): 0.119, atom 27 (H): 0.145, atom 28 (H): 0.101, atom 29 (H): 0.049, atom 30 (H): 0.079, atom 31 (H): 0.068, atom 32 (H): 0.089, atom 33 (H): -0.040, atom 34 (H): 0.096, atom 35 (H): 0.093, atom 36 (H): 0.091, atom 37 (H): 0.140, atom 38 (H): 0.082, atom 39 (H): 0.127, atom 40 (H): 0.091, atom 41 (H): 0.091, atom 42 (H): 0.115, atom 43 (H): 0.087, atom 44 (H): 0.084, atom 45 (H): 0.106, atom 46 (H): 0.077, atom 47 (H): 0.145, atom 48 (H): 0.093, atom 49 (H): 0.130, atom 50 (H): 0.073, atom 51 (H): 0.136, atom 52 (H): 0.137, atom 53 (H): 0.104, atom 54 (H): 0.106, atom 55 (H): 0.139

[4]
# C6H11N

An isolated ion of composition C6H11N and charge -1 at a distorted geometry (ωB97M-V/def2-TZVPD, the Open Molecules 2025 dataset).

Values from the calculation:
E_tot: -7886.792 eV
2S+1: 2
<S²>: 0.761
Charge: -1
Gap between HOMO and LUMO (spin up / spin down): 3.07 / 6.42 eV
Strongest force on any atom: 0.0742 Eh/bohr

Geometry (Å):
N1 -0.7048 -1.3300 0.1493
C1 2.1340 1.9404 1.3621
C2 -0.3738 -0.2233 -0.6307
C3 1.3312 0.7933 0.8748
C4 -1.7928 -2.1990 -0.2748
C5 0.8088 0.6037 -0.3595
C6 -1.2263 0.3971 -1.5737
H1 1.0239 0.0344 1.6319
H2 -2.2132 0.0208 -1.8371
H3 2.5892 2.4743 0.4766
H4 -2.5323 -1.8254 -0.9471
H5 -1.2965 -2.9067 -0.8000
H6 0.1238 -1.9040 0.3980
H7 -2.3003 -2.7419 0.5378
H8 2.6753 1.5319 2.1767
H9 -0.8219 1.2494 -1.9735
H10 1.0615 1.3688 -1.0107
H11 1.5142 2.7164 1.7998

Löwdin charges, unit e, in atom order: atom 1 (N): -0.070, atom 2 (C): -0.192, atom 3 (C): -0.459, atom 4 (C): -0.299, atom 5 (C): -0.152, atom 6 (C): -0.220, atom 7 (C): -0.068, atom 8 (H): 0.063, atom 9 (H): -0.020, atom 10 (H): 0.073, atom 11 (H): 0.050, atom 12 (H): 0.023, atom 13 (H): 0.122, atom 14 (H): 0.070, atom 15 (H): 0.027, atom 16 (H): -0.035, atom 17 (H): 0.049, atom 18 (H): 0.037